(1)
{
  "formula": "C34H67BF10N2O15PS3",
  "method": "ωB97M-V/def2-TZVPD",
  "lumo_energy_ev": -0.73,
  "charge": -1,
  "homo_lumo_gap_ha": 0.162,
  "homo_ev": -5.137,
  "total_energy_ha": -5132.4519,
  "species": ["C", "C", "C", "S", "O", "P", "C", "C", "C", "C", "C", "F", "F", "C", "F", "F", "S", "F", "F", "F", "F", "F", "C", "C", "O", "C", "O", "C", "C", "C", "O", "C", "C", "O", "C", "C", "O", "C", "C", "O", "C", "B", "O", "O", "S", "O", "O", "F", "H", "H", "H", "H", "H", "H", "H", "H", "H", "H", "H", "H", "H", "H", "H", "H", "H", "H", "H", "H", "H", "H", "H", "H", "H", "H", "H", "H", "H", "H", "H", "H", "H", "H", "H", "H", "H", "C", "O", "C", "C", "N", "C", "C", "O", "C", "H", "H", "H", "H", "H", "H", "H", "H", "H", "H", "H", "H", "H", "H", "H", "C", "O", "C", "C", "N", "C", "C", "O", "C", "H", "H", "H", "H", "H", "H", "H", "H", "H", "H", "H", "H", "H", "H", "H"],
  "xyz": [[3.77833, -2.17938, -0.46933], [2.72458, -1.24413, -0.69220], [1.64231, -0.12795, -1.26554], [0.73410, -1.13917, -2.59361], [0.77651, 0.14690, -0.07119], [0.12677, 1.79208, 0.01787], [-1.38228, 1.52197, -1.13970], [-2.16615, 0.11005, -0.98478], [-2.91026, -0.21527, -2.44892], [-4.50550, 0.07881, -2.46622], [-5.04147, 0.98605, -3.76561], [-6.19993, 0.16478, -4.28855], [-4.07098, 1.05073, -4.88175], [-5.48674, 2.42457, -3.13280], [-4.37133, 2.94561, -2.25506], [-6.65432, 2.20967, -2.23103], [-5.87795, 3.78978, -4.33029], [-4.26367, 3.97966, -4.86804], [-5.54445, 4.94548, -3.06101], [-7.51500, 3.77123, -3.71573], [-6.33442, 2.75928, -5.60768], [-6.31091, 5.12213, -5.31859], [-0.67436, 1.24540, 1.65421], [-2.11021, 1.89905, 2.04231], [-1.81730, 3.04622, 2.94172], [-2.84080, 4.09092, 2.85310], [-2.41208, 5.37044, 3.03130], [-4.44926, 3.89506, 2.62284], [-4.95761, 5.23938, 1.77570], [-0.18621, 3.70732, 0.19693], [0.71990, 4.35411, 1.15693], [1.64304, 5.30189, 0.51390], [0.92878, 6.63696, -0.13126], [1.39867, 7.91734, 0.41627], [1.59161, 8.93555, -0.63037], [0.28270, 9.22374, -1.57287], [0.56373, 8.57460, -2.89545], [-0.58406, 7.74786, -3.31050], [-0.15825, 6.69598, -4.53639], [1.11547, 2.31527, -1.36389], [2.19638, 1.36892, -1.67436], [2.42328, 1.48743, -3.30228], [1.79779, 2.59126, -4.06990], [3.27255, 0.48624, -3.99247], [3.88927, 1.67919, -0.87601], [4.26101, 3.16147, -1.11437], [3.89909, 1.43501, 0.66288], [5.12073, 0.69916, -1.58165], [4.52090, -3.10860, -0.47243], [-0.08093, -0.19457, -3.26000], [1.36148, 2.04827, 0.77155], [-2.12932, 2.42172, -0.89750], [-0.97881, 1.75780, -2.23479], [-3.03336, 0.14400, -0.19745], [-1.51973, -0.83577, -0.76150], [-2.76959, -1.38302, -2.65240], [-2.26080, 0.32608, -3.25187], [-5.05885, -0.97960, -2.46095], [-4.79222, 0.56809, -1.42717], [-0.73325, 0.05495, 1.63879], [0.07818, 1.51447, 2.54205], [-2.69886, 1.11486, 2.72285], [-2.82587, 2.15413, 1.15585], [-5.07916, 3.77750, 3.61351], [-4.70220, 2.97007, 1.94046], [-6.05064, 5.13824, 1.37070], [-4.21903, 5.34897, 0.87560], [-4.91495, 6.21480, 2.45653], [-1.30190, 3.97543, 0.41336], [0.02651, 4.12397, -0.90263], [2.19254, 4.69023, -0.35186], [2.50419, 5.61163, 1.26025], [-0.24883, 6.55102, 0.03543], [1.20054, 6.61073, -1.29306], [1.93875, 9.96605, -0.14735], [2.49120, 8.60835, -1.33438], [-0.73785, 8.83954, -1.14670], [0.26784, 10.39012, -1.81022], [-1.49836, 8.39059, -3.72057], [-1.02583, 7.07202, -2.44969], [0.56722, 5.83653, -4.14842], [-1.08861, 6.15951, -5.00244], [0.39100, 7.29185, -5.40710], [2.45202, 3.34958, -4.01635], [3.21567, 0.72650, -4.98102], [5.82032, -3.66516, 2.55145], [4.54938, -4.25564, 2.32019], [4.62949, -5.63906, 1.95569], [4.06142, -6.52722, 3.07412], [4.94624, -6.53821, 4.24332], [4.34131, -7.14928, 5.43325], [3.10250, -6.45366, 6.03278], [3.37484, -5.17321, 6.60435], [3.36413, -4.09902, 5.67516], [5.67786, -2.58623, 2.67172], [6.27052, -4.05349, 3.46535], [6.49181, -3.83290, 1.70244], [5.64747, -5.93735, 1.68295], [4.00196, -5.76202, 1.06514], [3.94671, -7.54951, 2.70010], [3.06965, -6.14211, 3.33325], [5.20604, -5.58229, 4.47401], [5.12227, -7.16690, 6.20318], [4.09700, -8.19457, 5.21138], [2.75348, -7.07892, 6.86291], [2.26417, -6.39980, 5.32912], [2.65631, -4.25747, 4.85687], [4.37065, -3.93407, 5.28510], [3.07435, -3.18922, 6.20834], [-1.29602, -8.77143, -0.60702], [-1.67078, -8.00126, 0.52605], [-0.64735, -7.93783, 1.52690], [-0.07143, -6.51601, 1.62273], [0.73201, -6.18872, 0.44061], [1.08994, -4.76799, 0.34742], [-0.06356, -3.75770, 0.18389], [-0.74846, -3.85510, -1.06585], [-1.77728, -4.83379, -1.09904], [-2.17884, -8.89340, -1.24311], [-0.52563, -8.26279, -1.18708], [-0.94511, -9.76507, -0.30807], [0.14035, -8.68069, 1.36163], [-1.13094, -8.17923, 2.48076], [0.55597, -6.44018, 2.51644], [-0.91234, -5.82328, 1.73262], [0.21218, -6.44121, -0.39636], [1.74772, -4.67100, -0.52489], [1.68926, -4.49374, 1.22329], [0.38225, -2.75624, 0.19854], [-0.76939, -3.78049, 1.02181], [-2.26689, -4.96269, -0.12983], [-1.37533, -5.78461, -1.45516], [-2.53047, -4.51296, -1.82413]],
  "lowdin_charge": [0.11, -0.05, -0.61, 0.82, -0.37, 0.59, -0.24, -0.21, -0.20, -0.08, -0.19, -0.03, 0.01, -0.23, 0.00, 0.02, 1.08, -0.18, -0.21, -0.22, -0.17, -0.19, -0.23, -0.23, -0.09, -0.26, -0.05, -0.15, -0.13, -0.28, -0.23, -0.15, -0.16, -0.21, -0.18, -0.16, -0.24, -0.27, -0.10, -0.31, -0.35, -0.47, 0.05, 0.04, 0.91, -0.35, -0.34, -0.25, 0.07, -0.09, 0.06, 0.09, 0.10, 0.10, 0.09, 0.12, 0.09, 0.14, 0.13, 0.10, 0.13, 0.13, 0.09, 0.13, 0.10, 0.07, 0.08, 0.09, 0.09, 0.12, 0.12, 0.14, 0.14, 0.13, 0.13, 0.14, 0.13, 0.13, 0.13, 0.12, 0.08, 0.07, 0.08, 0.12, 0.13, -0.12, -0.22, -0.20, -0.20, -0.06, -0.20, -0.22, -0.18, -0.09, 0.10, 0.07, 0.09, 0.12, 0.11, 0.12, 0.09, 0.07, 0.12, 0.11, 0.12, 0.10, 0.09, 0.07, 0.09, -0.12, -0.20, -0.21, -0.20, -0.05, -0.19, -0.21, -0.21, -0.10, 0.09, 0.07, 0.08, 0.12, 0.12, 0.11, 0.10, 0.07, 0.11, 0.11, 0.10, 0.11, 0.09, 0.07, 0.08]
}

***

(2)
{
  "formula": "C34H67F9N9O5P3S",
  "method": "ωB97M-V/def2-TZVPD",
  "lumo_energy_ev": -0.90,
  "charge": 0,
  "homo_lumo_gap_ha": 0.253,
  "homo_ev": -7.796,
  "total_energy_ha": -4525.6777,
  "smiles": "O=C1C=CC(=O)c2c(CCCCC(F)(F)C(F)(F)S(F)(F)(F)(F)F)cccc21.CN(C)P(=O)(N(C)C)N(C)C.CN(C)P(=O)(N(C)C)N(C)C.CN(C)P(=O)(N(C)C)N(C)C",
  "species": ["O", "C", "C", "C", "C", "O", "C", "C", "C", "C", "C", "C", "C", "F", "F", "C", "F", "F", "S", "F", "F", "F", "F", "F", "C", "C", "C", "C", "H", "H", "H", "H", "H", "H", "H", "H", "H", "H", "H", "H", "H", "O", "P", "N", "C", "C", "N", "C", "C", "N", "C", "C", "H", "H", "H", "H", "H", "H", "H", "H", "H", "H", "H", "H", "H", "H", "H", "H", "H", "H", "O", "P", "N", "C", "C", "N", "C", "C", "N", "C", "C", "H", "H", "H", "H", "H", "H", "H", "H", "H", "H", "H", "H", "H", "H", "H", "H", "H", "H", "O", "P", "N", "C", "C", "N", "C", "C", "N", "C", "C", "H", "H", "H", "H", "H", "H", "H", "H", "H", "H", "H", "H", "H", "H", "H", "H", "H", "H"],
  "xyz": [[6.13767, -3.26265, -0.66768], [5.25490, -3.26630, -1.50125], [4.73379, -4.52715, -2.09097], [3.47337, -4.59085, -2.50569], [2.60600, -3.38389, -2.36685], [1.41948, -3.51254, -2.14569], [3.29996, -2.07133, -2.47054], [2.65972, -0.93018, -2.95853], [1.22050, -0.86708, -3.41409], [0.79039, -1.87102, -4.50067], [-0.49692, -2.66051, -4.17400], [-1.76814, -2.14733, -4.85852], [-2.39772, -0.90208, -4.25259], [-3.44181, -0.56384, -5.05912], [-1.51039, 0.11820, -4.32625], [-2.87402, -1.10833, -2.78601], [-3.39359, -2.32792, -2.65816], [-1.79045, -1.01930, -2.00696], [-4.15253, 0.14226, -2.11810], [-5.22443, -0.42655, -3.13033], [-3.67360, 1.25288, -3.13109], [-3.14146, 0.72103, -1.04084], [-4.61716, -0.92068, -1.02466], [-5.25260, 1.13752, -1.57571], [3.39935, 0.25093, -2.98430], [4.70170, 0.30539, -2.52608], [5.31966, -0.82800, -2.03173], [4.62386, -2.01923, -2.02044], [5.38787, -5.38486, -2.17364], [3.02252, -5.48126, -2.92097], [1.07242, 0.13260, -3.81981], [0.59320, -0.94518, -2.52767], [1.59169, -2.59599, -4.64058], [0.65928, -1.38561, -5.46796], [-0.60571, -2.81290, -3.10497], [-0.32810, -3.65938, -4.58217], [-2.51307, -2.93384, -4.94500], [-1.49786, -1.83310, -5.86772], [2.94365, 1.16548, -3.33959], [5.22465, 1.25143, -2.52813], [6.32894, -0.78459, -1.64830], [3.81377, 3.65699, -2.15549], [3.20357, 4.59963, -1.15610], [2.40907, 5.70690, -2.19733], [2.70798, 7.11288, -2.34943], [1.40146, 5.15081, -3.08501], [4.67469, 5.24642, -0.54889], [4.92749, 6.64952, -0.28920], [5.90998, 4.58607, -0.95556], [2.40555, 5.06072, 0.28841], [2.70116, 4.05435, 1.34455], [0.94367, 5.22872, 0.24478], [2.71672, 7.63899, -1.39111], [1.93362, 7.60259, -2.94021], [3.66751, 7.28635, -2.84948], [0.46198, 4.92650, -2.55882], [1.74786, 4.22095, -3.54440], [1.16589, 5.83881, -3.89531], [5.18839, 7.19911, -1.20129], [5.76517, 6.75302, 0.40649], [4.07887, 7.13343, 0.19025], [6.20416, 4.84756, -1.97974], [5.81468, 3.50653, -0.89180], [6.71674, 4.87641, -0.27853], [2.28626, 3.08129, 1.07075], [2.28229, 4.35699, 2.30344], [3.77282, 3.93038, 1.48459], [0.42102, 4.34482, -0.13136], [0.66670, 6.08811, -0.36254], [0.58391, 5.42853, 1.25397], [2.24341, 0.62506, 2.05565], [2.09071, -0.84784, 2.20426], [0.91798, -1.23933, 1.03716], [-0.36167, -1.88159, 1.26859], [1.18564, -0.79385, -0.32321], [1.48978, -0.95088, 3.79730], [0.46429, -1.87845, 4.24163], [1.41039, 0.29205, 4.55674], [2.78807, -2.41306, 2.32919], [4.03648, -2.38979, 3.13246], [3.09374, -3.12242, 1.07477], [-0.25446, -2.81343, 1.83027], [-0.82670, -2.16987, 0.32536], [-1.06607, -1.23644, 1.79883], [1.93622, -1.41966, -0.82830], [1.55713, 0.23524, -0.33982], [0.28010, -0.81839, -0.92796], [-0.54527, -1.53178, 3.99397], [0.51702, -1.99327, 5.32831], [0.61084, -2.87363, 3.82688], [0.55262, 0.90764, 4.25795], [2.31354, 0.88227, 4.43534], [1.31714, 0.06203, 5.62059], [4.82973, -1.81928, 2.63997], [4.39129, -3.40677, 3.29694], [3.84759, -1.94469, 4.10752], [3.75241, -2.55444, 0.40935], [2.18232, -3.37505, 0.53677], [3.58705, -4.06456, 1.31413], [-3.52127, -1.78388, 2.63296], [-4.97445, -1.47831, 2.69909], [-5.36186, -1.72106, 4.34168], [-6.34401, -2.64533, 4.86613], [-4.55350, -0.99866, 5.31245], [-5.60417, -2.70589, 1.69634], [-6.83528, -3.43251, 1.93783], [-4.63671, -3.56181, 1.01437], [-6.29758, -0.44942, 2.32252], [-6.14768, 0.14835, 0.97033], [-6.59300, 0.65225, 3.25283], [-7.32296, -2.51683, 4.39699], [-6.50662, -2.46219, 5.92806], [-6.03841, -3.69090, 4.75169], [-4.83085, 0.06304, 5.37483], [-3.49223, -1.04410, 5.05615], [-4.66104, -1.42418, 6.30868], [-6.70279, -4.24245, 2.66419], [-7.18805, -3.88236, 1.00580], [-7.63486, -2.77583, 2.27552], [-4.20142, -4.31299, 1.68443], [-3.82904, -2.97470, 0.58807], [-5.12907, -4.07833, 0.18755], [-5.29528, 0.83248, 0.91731], [-7.05075, 0.69697, 0.70476], [-6.00617, -0.63340, 0.22638], [-5.73899, 1.31604, 3.41796], [-6.93416, 0.27209, 4.21334], [-7.40958, 1.24802, 2.84512]],
  "lowdin_charge": [0.11, -0.36, 0.03, 0.04, -0.33, 0.11, -0.09, -0.16, -0.13, -0.15, -0.17, -0.07, -0.46, 0.10, 0.13, -0.42, 0.14, 0.12, 0.78, -0.12, -0.11, -0.13, -0.17, -0.12, 0.00, -0.03, 0.01, -0.11, 0.12, 0.12, 0.11, 0.07, 0.10, 0.11, 0.09, 0.12, 0.13, 0.13, 0.11, 0.10, 0.12, -0.30, 0.67, -0.33, -0.13, -0.13, -0.31, -0.15, -0.14, -0.27, -0.12, -0.12, 0.06, 0.08, 0.08, 0.07, 0.07, 0.08, 0.07, 0.08, 0.07, 0.08, 0.06, 0.08, 0.06, 0.08, 0.08, 0.08, 0.07, 0.08, -0.30, 0.64, -0.29, -0.10, -0.11, -0.31, -0.13, -0.14, -0.27, -0.12, -0.10, 0.07, 0.07, 0.06, 0.05, 0.09, 0.06, 0.07, 0.08, 0.07, 0.08, 0.07, 0.08, 0.09, 0.08, 0.07, 0.07, 0.08, 0.09, -0.29, 0.64, -0.32, -0.12, -0.12, -0.30, -0.14, -0.13, -0.27, -0.13, -0.13, 0.07, 0.08, 0.08, 0.07, 0.07, 0.08, 0.07, 0.08, 0.07, 0.09, 0.06, 0.08, 0.08, 0.09, 0.05, 0.09, 0.07, 0.08]
}

***

Q: What is the formula in the second record?
A: C34H67F9N9O5P3S

***

Q: Among the records above, which one has the lowest charge?
A: C34H67BF10N2O15PS3